(1)
A structure of composition C8H18LaO4 in a non-equilibrium geometry. Source: the Open Molecules 2025 dataset; level of theory: ωB97M-V with the def2-TZVPD basis set.

Properties
- 2S+1: 2
- Lowest unoccupied orbital energy (alpha / beta): -8.09 / -8.80 eV
- Net charge: +2
- Orbital gap (alpha / beta): 0.195 / 0.244 Eh
- HOMO (alpha / beta): -13.403 / -15.444 eV

Each line ends with the Löwdin charge.
CARTESIAN COORDINATES (ANGSTROEM)
C: 3.41585 2.90938 0.55071  -0.030
O: 2.31473 2.01580 0.34640  -0.535
C: 1.69222 1.57052 1.57221  -0.162
C: 0.48083 0.76446 1.27612  0.006
C: -0.66665 1.31734 0.50519  -0.148
O: -0.33329 1.40942 -0.90414  -0.528
C: -1.45992 1.69167 -1.74232  -0.027
La: 1.73681 1.28618 -1.66184  1.922
H: 3.81450 3.17586 -0.43255  0.097
H: 3.05645 3.80914 1.06615  0.124
H: 4.18773 2.40530 1.14569  0.125
H: 1.42229 2.47362 2.14839  0.163
H: 2.42887 0.98801 2.14050  0.154
H: 0.28639 -0.09393 1.91516  0.129
H: -0.93544 2.32959 0.84839  0.162
H: -1.53696 0.65703 0.59478  0.146
H: -1.10264 1.73230 -2.77609  0.101
H: -2.20054 0.88943 -1.63297  0.116
H: -1.89284 2.65744 -1.45334  0.126
H: 0.86389 -2.04696 0.57279  0.073
O: -3.68701 -3.65395 -0.55629  0.096
C: -2.91338 -2.60842 -0.94132  -0.302
C: -1.40558 -2.81848 -0.80792  -0.237
O: -1.02897 -2.91101 0.55073  -0.183
C: 0.34715 -3.06440 0.73763  -0.118
H: -3.14414 -1.66251 -0.37819  0.130
H: -3.06068 -2.32319 -2.01935  0.152
H: -0.86347 -1.98637 -1.30343  0.101
H: -1.11565 -3.75525 -1.32559  0.141
H: 0.53708 -3.24867 1.80181  0.100
H: 0.76235 -3.90933 0.16268  0.107



(2)
A cluster of 3 separate species, C8H18N2 in total. Source: the Open Molecules 2025 dataset; level of theory: ωB97M-V with the def2-TZVPD basis set.

Properties
- 2S+1: 1
- Lowest unoccupied orbital energy (alpha / beta): -0.37 / -0.37 eV
- Orbital gap (alpha / beta): 0.226 / 0.226 Eh
- HOMO (alpha / beta): -6.523 / -6.522 eV

Each line ends with the natural charge from an NBO analysis.
CARTESIAN COORDINATES (ANGSTROEM)
C: 1.16639 0.84872 -0.95383  0.223
C: 2.20971 0.54859 -1.98640  -0.674
C: 1.59728 -1.85718 0.23825  -0.656
C: 0.47810 -1.07122 -0.39322  -0.290
N: 1.52770 1.47500 0.17626  -0.767
C: -0.30475 -1.59443 -1.35636  -0.322
H: 0.18359 1.12460 -1.31489  0.206
H: 2.46258 1.29514 0.51809  0.374
H: 0.76710 1.46624 0.90273  0.462
H: 2.59597 1.48811 -2.39455  0.240
H: 1.79297 -0.04438 -2.79697  0.238
H: 3.04870 0.00160 -1.55085  0.223
H: 1.22864 -2.40146 1.11197  0.232
H: 2.39451 -1.19960 0.59973  0.198
H: 2.03968 -2.58263 -0.44789  0.213
H: -0.16460 -2.59789 -1.74974  0.189
H: -1.12674 -1.02593 -1.77919  0.193
C: -2.36828 1.44671 0.29688  -0.644
C: -1.92424 0.54609 1.42683  0.195
N: -0.56458 0.53199 1.62274  -0.938
C: -2.83594 -0.16135 2.13670  -0.570
H: -0.02794 -0.32169 0.39017  0.336
H: -0.33148 -0.06936 2.41094  0.347
H: -1.95748 2.45156 0.42451  0.211
H: -2.00392 1.06477 -0.66271  0.187
H: -3.45382 1.51519 0.23310  0.217
H: -3.89718 -0.04953 1.96174  0.191
H: -2.53197 -0.82762 2.93598  0.184



(3)
The molecule C8H18N2. Source: the Open Molecules 2025 dataset; level of theory: ωB97M-V with the def2-TZVPD basis set.

Properties
- 2S+1: 1
- Lowest unoccupied orbital energy: 1.03 eV
- SMILES string: CCC(N)(N)C(C)=C(C)C
- Orbital gap: 0.349 Eh
- HOMO: -8.462 eV

Each line ends with the natural charge from an NBO analysis.
CARTESIAN COORDINATES (ANGSTROEM)
C: 0.38817 1.38750 -1.89586  -0.612
C: 1.39505 0.51500 -1.13846  -0.407
C: 1.07079 0.36836 0.37203  0.236
N: 1.42667 1.58870 1.10739  -0.852
N: 1.87896 -0.73233 0.87990  -0.835
C: -0.40903 0.04113 0.58862  -0.023
C: -1.20634 1.08078 1.33286  -0.660
C: -0.98370 -1.08171 0.15040  0.039
C: -2.46271 -1.32514 0.31053  -0.647
C: -0.26722 -2.20881 -0.53398  -0.668
H: 0.71326 1.47564 -2.92945  0.213
H: -0.58716 0.93536 -1.85810  0.214
H: 0.33378 2.39805 -1.47986  0.192
H: 1.43709 -0.46876 -1.59348  0.215
H: 2.39773 0.95198 -1.22004  0.191
H: 0.96568 2.39539 0.70515  0.354
H: 2.42763 1.74060 1.01100  0.354
H: 2.86363 -0.49227 0.83197  0.351
H: 1.64459 -0.90084 1.85337  0.368
H: -2.07774 0.64459 1.80523  0.216
H: -1.54155 1.87133 0.65626  0.206
H: -0.58892 1.52782 2.10460  0.241
H: -2.69622 -1.62281 1.33214  0.217
H: -2.77872 -2.12898 -0.33846  0.212
H: -3.04293 -0.45701 0.06481  0.213
H: 0.79296 -2.17529 -0.33179  0.255
H: -0.43334 -2.17099 -1.60775  0.208
H: -0.66043 -3.15731 -0.17902  0.208



(4)
A cluster of 2 separate species, C8H18N2O4S in total in a non-equilibrium geometry. Source: the Open Molecules 2025 dataset; level of theory: ωB97M-V with the def2-TZVPD basis set.

Properties
- 2S+1: 1
- Lowest unoccupied orbital energy: 0.16 eV
- SMILES string: CSCC[C@H](N)C(=O)O.C[C@H](N)C(=O)O
- Orbital gap: 0.328 Eh
- HOMO: -8.755 eV

Each line ends with the natural charge from an NBO analysis.
CARTESIAN COORDINATES (ANGSTROEM)
C: -0.18990 2.23581 -0.31873  -0.676
S: -1.94826 2.26954 -0.90840  0.188
C: -2.73074 1.66073 0.52450  -0.575
C: -2.75874 0.09654 0.65572  -0.403
C: -3.62904 -0.59949 -0.40709  -0.171
N: -5.01004 -0.09659 -0.33112  -0.830
C: -3.31911 -2.10408 -0.40883  0.768
O: -4.14389 -2.98728 -0.26654  -0.589
O: -1.99361 -2.35533 -0.37062  -0.672
H: 0.47704 2.23253 -1.03079  0.209
H: -0.03716 2.94760 0.34311  0.199
H: -0.08294 1.38030 0.17592  0.196
H: -3.80839 1.98236 0.34883  0.257
H: -2.38213 2.16545 1.38557  0.220
H: -1.78517 -0.33304 0.65747  0.221
H: -3.19643 -0.11963 1.68224  0.205
H: -3.19650 -0.26550 -1.40026  0.227
H: -5.55252 -0.62321 0.45914  0.372
H: -5.51926 -0.23411 -1.17571  0.372
H: -1.96937 -3.19679 -0.62171  0.483
C: 2.92460 0.28511 0.04938  -0.603
C: 4.04790 -0.67225 0.37166  -0.163
N: 4.50832 -0.52326 1.73500  -0.756
C: 5.19256 -0.46004 -0.76439  0.772
O: 6.38076 -0.21988 -0.66109  -0.565
O: 4.62327 -0.88767 -1.89313  -0.671
H: 3.27694 1.25516 0.07170  0.213
H: 2.42740 -0.02741 -0.92489  0.189
H: 2.18095 0.22723 0.79552  0.225
H: 3.67500 -1.63668 0.33805  0.200
H: 5.37645 -0.72411 1.74507  0.350
H: 4.50261 0.30077 1.92848  0.322
H: 3.65943 -0.97280 -1.78404  0.487